{"formula": "C3H2ClFS", "method": "ωB97M-V with the def2-TZVPD basis set", "symbols": ["F", "C", "Cl", "C", "C", "S", "H", "H"], "positions_angstrom": [[-1.140, -2.047, 0.614], [-0.818, -0.717, 0.493], [-2.127, 0.316, 0.680], [0.369, -0.431, -0.003], [0.679, 0.962, -0.411], [2.031, 1.426, -1.103], [1.067, -1.195, -0.130], [-0.062, 1.687, -0.140]], "smiles": "F/C(Cl)=C/C=S", "homo_energy_ev": -8.997, "e_lumo_ev": -0.8428}

{"formula": "C3H2ClIO", "method": "ωB97M-V with the def2-TZVPD basis set", "symbols": ["O", "C", "I", "C", "C", "Cl", "H", "H"], "positions_angstrom": [[-0.873, 0.198, 0.340], [0.700, 0.248, -0.369], [1.030, 2.302, 0.024], [2.108, -0.494, -0.145], [3.161, -0.897, 0.284], [4.694, -1.444, 0.351], [-0.728, 0.283, 1.333], [0.216, 0.292, -1.384]], "smiles": "O[C@@H](I)C#CCl", "homo_energy_ev": -9.465, "e_lumo_ev": 0.0593}

{"formula": "C3H2ClN", "method": "ωB97M-V with the def2-TZVPD basis set", "symbols": ["N", "C", "C", "C", "Cl", "H", "H"], "positions_angstrom": [[2.230, 2.707, 0.008], [1.279, 2.065, -0.019], [0.209, 1.024, 0.071], [-1.045, 0.573, -0.097], [-2.765, 0.981, 0.037], [0.696, 0.123, 0.128], [-1.044, -0.467, -0.118]], "smiles": "N#C/C=C\\Cl", "homo_energy_ev": -10.593, "e_lumo_ev": -0.2088}

{"formula": "C3H2ClN", "method": "ωB97M-V with the def2-TZVPD basis set", "symbols": ["C", "C", "Cl", "C", "N", "H", "H"], "positions_angstrom": [[-0.087, -0.965, 0.505], [0.184, 0.050, -0.271], [1.723, 0.034, -1.316], [-0.529, 1.294, -0.270], [-1.159, 2.259, -0.282], [0.642, -1.727, 0.310], [-0.775, -0.945, 1.325]], "smiles": "C=C(Cl)C#N", "homo_energy_ev": -10.749, "e_lumo_ev": -0.0681}

{"formula": "C3H2ClN", "method": "ωB97M-V with the def2-TZVPD basis set", "symbols": ["C", "C", "Cl", "C", "N", "H", "H"], "positions_angstrom": [[1.020, 0.358, 0.000], [-0.305, 0.245, 0.000], [-1.374, 1.613, 0.000], [-0.972, -1.003, 0.000], [-1.514, -2.012, 0.000], [1.502, 1.319, 0.001], [1.642, -0.520, -0.001]], "smiles": "C=C(Cl)C#N", "homo_energy_ev": -10.489, "e_lumo_ev": 0.0239}

{"formula": "C3H2ClNO", "method": "ωB97M-V with the def2-TZVPD basis set", "symbols": ["C", "C", "C", "N", "O", "Cl", "H", "H"], "positions_angstrom": [[0.441, 0.193, 0.045], [-2.314, 0.070, 0.247], [1.827, -0.361, -0.235], [1.290, 1.048, 0.290], [-2.841, -0.979, 0.454], [-2.771, 1.586, -0.142], [2.223, -1.107, 0.610], [2.144, -0.449, -1.270]], "homo_energy_ev": [-8.554, -9.440], "e_lumo_ev": [-1.4773, -0.6000]}

{"formula": "C3H2ClNO", "method": "ωB97M-V with the def2-TZVPD basis set", "symbols": ["Cl", "C", "C", "N", "C", "O", "H", "H"], "positions_angstrom": [[2.284, 1.288, -0.320], [0.835, 0.469, -0.041], [0.278, -0.190, 0.972], [-1.037, -0.623, 0.595], [-1.095, -0.399, -0.654], [-0.033, 0.327, -1.142], [0.644, -0.363, 1.961], [-1.877, -0.509, -1.372]], "smiles": "Clc1cnco1", "homo_energy_ev": -9.623, "e_lumo_ev": 0.8059}

{"formula": "C3H2ClNO", "method": "ωB97M-V with the def2-TZVPD basis set", "symbols": ["C", "C", "C", "N", "O", "Cl", "H", "H"], "positions_angstrom": [[0.250, 0.772, -0.106], [-0.434, -0.383, -0.608], [0.439, 1.871, -0.823], [-0.911, -0.383, -1.842], [-0.727, 0.634, -2.525], [0.837, 3.434, -0.589], [0.798, 0.721, 0.848], [-0.780, -1.226, 0.033]], "homo_energy_ev": [-8.812, -8.810], "e_lumo_ev": [-1.6123, -1.6127]}

{"formula": "C3H2ClNO2", "method": "ωB97M-V with the def2-TZVPD basis set", "symbols": ["O", "C", "C", "C", "O", "N", "Cl", "H", "H"], "positions_angstrom": [[-0.755, 2.081, 0.566], [-0.276, 1.034, 0.250], [0.687, 0.402, -0.561], [0.874, -0.904, -0.274], [0.003, -1.343, 0.684], [-0.939, -0.334, 1.011], [-2.387, -0.549, 0.095], [1.146, 1.172, -1.122], [1.646, -1.559, -0.650]], "smiles": "O=c1ccon1Cl", "homo_energy_ev": -9.757, "e_lumo_ev": -0.4934}

{"formula": "C3H2ClNO2", "method": "ωB97M-V with the def2-TZVPD basis set", "symbols": ["O", "C", "C", "C", "Cl", "N", "O", "H", "H"], "positions_angstrom": [[0.666, 2.144, 0.024], [0.397, 0.940, -0.116], [-0.944, 0.474, -0.350], [-1.949, -0.138, -0.280], [-3.441, -0.834, -0.034], [1.350, -0.008, -0.048], [1.329, -1.350, 0.239], [2.200, 0.342, 0.174], [0.393, -1.571, 0.390]], "smiles": "O=C(C#CCl)NO", "homo_energy_ev": -9.669, "e_lumo_ev": 0.2970}

{"formula": "C3H2ClNO3", "method": "ωB97M-V with the def2-TZVPD basis set", "symbols": ["O", "C", "N", "O", "C", "O", "C", "Cl", "H", "H"], "positions_angstrom": [[-0.982, 2.204, -0.040], [-0.238, 1.141, 0.218], [1.044, 1.356, -0.092], [1.545, 0.014, -0.184], [0.593, -0.835, 0.004], [0.886, -2.139, 0.146], [-0.607, -0.292, 0.188], [-2.220, -0.928, -0.105], [-1.791, 1.779, 0.257], [1.770, -2.300, -0.393]], "smiles": "Oc1noc(O)c1Cl", "homo_energy_ev": -9.509, "e_lumo_ev": 0.3673}

{"formula": "C3H2ClO2S", "method": "ωB97M-V with the def2-TZVPD basis set", "symbols": ["C", "C", "C", "O", "O", "S", "Cl", "H", "H"], "positions_angstrom": [[-0.770, 1.075, 0.409], [2.053, -0.624, -0.082], [-1.267, -0.254, -0.353], [2.323, -0.946, 0.995], [1.976, -0.697, -1.218], [0.831, 1.417, 0.299], [-2.866, -0.634, 0.081], [-1.413, 1.455, 1.041], [-0.868, -0.793, -1.171]], "total_charge": -1, "homo_energy_ev": [-2.547, -2.545], "e_lumo_ev": [3.6679, 3.6678]}

{"formula": "C3H2CuLiO2", "method": "ωB97M-V with the def2-TZVPD basis set", "symbols": ["C", "Li", "O", "C", "H", "H", "Cu", "O", "C"], "positions_angstrom": [[0.003, 0.403, -0.956], [-1.028, 2.159, -0.404], [-1.398, 0.300, -0.349], [-0.719, -0.558, 0.573], [-0.915, -1.629, 0.422], [-1.023, -0.284, 1.596], [2.435, -0.415, -1.595], [1.929, -0.155, 0.501], [0.716, 0.178, 0.211]], "homo_energy_ev": [-6.543, -6.544], "e_lumo_ev": [-0.7280, -0.7281]}

{"formula": "C3H2DyFO2", "method": "ωB97M-V with the def2-TZVPD basis set", "symbols": ["F", "O", "O", "C", "C", "C", "H", "H", "Dy"], "positions_angstrom": [[1.157, 2.429, -0.531], [-0.942, -1.629, 0.106], [-3.142, -0.979, -0.103], [-0.109, -0.739, 0.973], [-1.292, 0.079, 1.217], [-2.031, -0.834, 0.356], [0.327, -1.290, 1.824], [-1.555, 0.898, 1.881], [1.860, 0.451, -0.221]], "multiplicity": 7, "total_charge": 1, "homo_energy_ev": [-13.859, -15.042], "e_lumo_ev": [-6.8129, -6.4802]}

{"formula": "C3H2F2O", "method": "ωB97M-V with the def2-TZVPD basis set", "symbols": ["C", "C", "C", "O", "F", "F", "H", "H"], "positions_angstrom": [[0.950, -0.458, 1.010], [-1.010, -0.832, -0.034], [-0.354, 0.542, -0.436], [0.703, 0.700, 0.502], [-0.881, -1.676, -1.040], [-1.211, 1.576, -0.296], [1.748, -0.436, 1.752], [0.055, 0.586, -1.458]], "homo_energy_ev": [-8.797, -8.797], "e_lumo_ev": [-0.5180, -0.5174]}

{"formula": "C3H2F2OS", "method": "ωB97M-V with the def2-TZVPD basis set", "symbols": ["C", "C", "C", "O", "F", "F", "S", "H", "H"], "positions_angstrom": [[-1.510, -0.141, -2.066], [-0.958, 0.042, -1.011], [1.186, -0.107, 0.719], [-1.092, 0.148, 1.983], [1.790, 0.447, -0.310], [1.979, 0.142, 1.828], [-0.360, 0.898, 0.998], [-1.985, -0.243, -3.013], [0.950, -1.185, 0.871]], "homo_energy_ev": -10.526, "e_lumo_ev": -1.1021}

{"formula": "C3H2F3NO5S2Sn", "method": "ωB97M-V with the def2-TZVPD basis set", "symbols": ["C", "C", "O", "Sn", "H", "N", "S", "O", "O", "S", "O", "O", "C", "F", "F", "F", "H"], "positions_angstrom": [[-3.257, -0.797, -0.723], [-4.286, -1.019, 0.043], [-5.185, -1.159, 0.786], [-1.409, -0.650, -0.045], [-3.433, -0.798, -1.804], [1.161, 1.257, 0.727], [-0.312, 1.780, -0.370], [-0.747, 2.995, 0.347], [0.297, 2.048, -1.687], [1.519, -0.259, 0.973], [0.281, -1.040, 0.680], [2.202, -0.534, 2.220], [2.673, -0.848, -0.374], [2.081, -0.724, -1.544], [3.766, -0.112, -0.340], [2.974, -2.113, -0.161], [1.676, 1.974, 1.272]], "homo_energy_ev": [-7.725, -7.651], "e_lumo_ev": [-1.5047, -1.4278]}

{"formula": "C3H2F4O", "method": "ωB97M-V with the def2-TZVPD basis set", "symbols": ["C", "C", "C", "O", "F", "F", "F", "F", "H", "H"], "positions_angstrom": [[-0.489, 0.530, -0.304], [2.127, -0.113, -0.175], [-1.571, -0.366, 0.127], [0.732, -0.045, -0.036], [2.747, 1.032, -0.445], [2.691, -0.849, 0.805], [-2.113, -1.137, -0.800], [-2.659, 0.404, 0.623], [-0.369, 1.512, -0.803], [-1.098, -0.967, 1.008]], "homo_energy_ev": [-9.466, -9.037], "e_lumo_ev": [-0.4703, -0.3990]}

{"formula": "C3H2F5N3", "method": "ωB97M-V with the def2-TZVPD basis set", "symbols": ["F", "C", "N", "N", "C", "F", "F", "F", "C", "F", "N", "H", "H"], "positions_angstrom": [[-2.824, 1.096, -0.696], [-1.664, 0.649, -0.390], [-1.455, -0.318, 0.400], [-0.005, -0.409, 0.476], [0.865, -1.609, 0.680], [1.230, -1.960, -0.535], [0.194, -2.583, 1.283], [1.889, -1.251, 1.352], [0.487, 0.794, -0.240], [1.096, 1.567, 0.784], [-0.606, 1.395, -0.747], [1.393, 0.659, -0.803], [-0.602, 1.969, -1.565]], "smiles": "FC1=NN(C(F)(F)F)[C@H](F)N1", "homo_energy_ev": -9.272, "e_lumo_ev": 0.5525}

{"formula": "C3H2F5O4S", "method": "ωB97M-V with the def2-TZVPD basis set", "symbols": ["O", "S", "O", "O", "C", "F", "F", "C", "O", "F", "C", "F", "F", "H", "H"], "positions_angstrom": [[1.331, -1.569, -0.759], [1.741, -0.676, 0.343], [1.093, -1.118, 1.601], [3.097, -0.164, 0.401], [0.739, 0.839, -0.100], [1.424, 1.441, -1.091], [0.762, 1.710, 0.992], [-0.755, 0.416, -0.593], [-0.791, -0.477, -1.652], [-1.460, 1.505, -1.045], [-1.518, -0.140, 0.657], [-2.708, -0.649, 0.246], [-1.801, 1.050, 1.353], [-0.198, -1.207, -1.502], [-0.955, -0.959, 1.147]], "smiles": "O=S(=O)([O-])C(F)(F)[C@](O)(F)C(F)F", "total_charge": -1, "homo_energy_ev": -6.435, "e_lumo_ev": 3.7823}

Computed values of E (unit: hartree) for the preceding records, in sequence: -1073.70709, -948.46742, -630.37275, -630.41082, -630.42431, -705.48507, -705.67823, -705.50369, -780.81336, -780.80004, -856.09403, -1124.37012, -1913.79842, -1250.55872, -390.25418, -788.48942, -1856.52929, -590.05520, -779.07920, -1314.09040.
Computed values of energy above the lowest of the compared OMol25 structures with the same formula, charge and spin (unit: kcal/mol) for the preceding records, in sequence: 2.3, 90.6, 35.2, 11.3, 2.9, 124.9, 3.7, 113.2, 86.5, 94.9, 14.9, 37.3, 28.6, 0.0, 129.6, 101.4, 0.0, 88.5, 0.0, 2.9.